1.
88
Properties=species:S:1:pos:R:3:forces:R:3 method="wB97M-V/def2-TZVPD" orbital_gap_ev="4.96 / 4.96" e_tot_ev=-153723.3370 total_charge=-1 spin_multiplicity=1 e_lumo_ev="1.241 / 1.240" de_lowest_ev=0.6252 fmax_ha_per_bohr=0.032
Ca 0.230766 1.058601 0.429899 1.4 -0.2 -0.8
C 1.740594 -3.452804 4.886994 0.0 0.0 0.0
C 1.958165 -2.340882 5.717759 0.0 0.0 0.0
C 1.513190 -1.081524 5.359135 0.0 0.0 0.0
C 0.843552 -0.940541 4.145668 0.0 0.0 0.0
C 0.284481 0.205558 3.445506 -0.1 0.0 -0.1
N -0.221847 -0.228076 2.258058 -0.1 0.0 0.0
C -0.067816 -1.555680 2.135086 -0.1 0.1 0.0
N -0.524266 -2.340192 1.133134 -0.1 0.0 0.0
C -1.023505 -1.902151 0.004258 -0.1 0.0 0.1
C -1.660911 -2.765665 -1.005666 0.0 0.0 0.0
C -1.882203 -4.128908 -1.065058 0.0 0.0 0.0
C -2.521757 -4.631410 -2.191831 0.0 0.0 0.0
C -2.933913 -3.785873 -3.223595 0.0 0.0 0.0
C -2.718531 -2.414645 -3.154375 0.0 0.0 0.0
C -2.076117 -1.919741 -2.034773 0.0 0.0 0.0
C -1.685523 -0.554990 -1.629100 -0.1 0.0 0.1
N -1.999715 0.530218 -2.351607 0.1 0.0 0.0
C -1.846013 1.772035 -1.921205 -0.1 0.0 0.1
N -1.356341 2.206867 -0.739013 -0.2 0.0 0.1
C -1.565612 3.544818 -0.601741 -0.2 -0.1 0.1
N -1.394895 4.290048 0.468950 0.0 0.0 -0.1
C -0.967309 3.823081 1.663974 0.0 0.0 0.0
N -0.473688 2.617317 1.946391 -0.3 0.0 0.1
C -0.211952 2.509134 3.287855 0.0 0.0 -0.1
N 0.223473 1.446174 3.937818 0.0 0.0 0.1
C -0.533033 3.789879 3.915065 0.1 0.0 0.0
C -0.483158 4.239731 5.228326 0.0 0.0 0.0
C -0.903382 5.533458 5.490120 0.0 0.0 0.0
C -1.378338 6.363542 4.465890 0.0 0.0 0.0
C -1.443454 5.912299 3.157611 0.0 0.0 0.0
C -1.012917 4.619584 2.891994 0.0 0.0 0.0
C -2.168002 4.049737 -1.853225 0.0 0.0 0.0
C -2.564821 5.312417 -2.254500 0.0 0.0 0.0
C -3.130377 5.441163 -3.517367 0.0 0.0 0.0
C -3.302646 4.330199 -4.345622 0.0 0.0 0.0
C -2.915597 3.061384 -3.932784 0.0 0.0 0.0
C -2.341715 2.939311 -2.680608 0.0 0.1 0.0
N -1.064087 -0.611417 -0.451988 -0.4 0.0 0.2
C 0.623069 -2.057390 3.314688 0.0 0.1 0.0
C 1.071875 -3.322339 3.683732 0.0 0.0 0.0
H 2.104565 -4.424490 5.197469 0.0 0.0 0.0
H 2.483617 -2.476649 6.655358 0.0 0.0 0.0
H 1.676959 -0.222057 5.997520 0.0 0.0 0.0
H -1.555973 -4.777151 -0.261723 0.0 0.0 0.0
H -2.700144 -5.696724 -2.275789 0.0 0.0 0.0
H -3.424319 -4.208424 -4.092008 0.0 0.0 0.0
H -3.028761 -1.749638 -3.949837 0.0 0.0 0.0
H -0.126241 3.590146 6.017309 0.0 0.0 0.0
H -0.870344 5.911840 6.504637 0.0 0.0 0.0
H -1.703828 7.368475 4.704880 0.0 0.0 0.0
H -1.818621 6.538351 2.358289 0.0 0.0 0.0
H -2.433445 6.164586 -1.600546 0.0 0.0 0.0
H -3.444352 6.417369 -3.865775 0.0 0.0 0.0
H -3.747064 4.462248 -5.324343 0.0 0.0 0.0
H -3.049513 2.190756 -4.561440 0.0 0.0 0.0
H 0.900753 -4.171073 3.033535 0.0 0.0 0.0
C 0.344551 -5.345903 -4.555900 0.0 0.0 0.0
C 0.764657 -4.051196 -3.911958 0.0 0.0 0.0
C 0.725044 -2.848743 -4.601985 0.0 0.0 0.0
C 1.081518 -1.643856 -4.006272 -0.1 0.0 0.0
C 0.968329 -0.380273 -4.812141 0.0 0.0 0.0
C 1.513502 -1.616578 -2.664220 -0.2 0.2 -0.1
Se 1.971852 0.089196 -1.897083 0.3 -0.2 0.2
C 1.565002 -2.833027 -1.961931 0.1 0.0 -0.1
C 2.036676 -2.941856 -0.540229 0.1 0.0 0.0
C 1.191141 -4.015675 -2.595304 0.0 0.0 0.0
H 0.041563 -5.186600 -5.591629 0.0 0.0 0.0
H -0.499951 -5.791376 -4.023225 0.0 0.0 0.0
H 1.157562 -6.075979 -4.551770 0.0 0.0 0.0
H 0.386485 -2.840886 -5.634460 0.0 0.0 0.0
H 0.578766 -0.593820 -5.809581 0.0 0.0 0.0
H 1.938464 0.112419 -4.901139 0.0 0.0 0.0
H 0.310485 0.334218 -4.312613 0.0 0.0 0.0
H 1.991474 -1.977263 -0.045504 -0.1 0.0 0.0
H 3.071841 -3.299885 -0.507546 0.0 0.1 0.0
H 1.420103 -3.643463 0.022476 0.0 0.0 0.0
H 1.225149 -4.940267 -2.023585 0.0 0.0 0.0
C 3.942320 -0.639341 1.288619 0.0 0.0 0.0
S 3.876715 1.140447 1.235935 0.0 0.1 0.1
C 4.147802 1.423182 2.988211 0.0 0.0 0.0
O 2.443078 1.526837 1.042481 -0.1 0.1 0.2
H 4.947137 -0.941466 1.586080 0.0 0.0 0.0
H 3.716210 -0.968876 0.276787 0.0 0.0 0.0
H 3.192656 -1.004737 1.994349 0.0 0.0 0.0
H 5.180391 1.187256 3.244809 0.0 0.0 0.0
H 3.444696 0.809534 3.552683 0.0 0.0 0.0
H 3.945781 2.478052 3.164289 0.0 0.0 0.0

2.
88
Properties=species:S:1:pos:R:3:forces:R:3 method="wB97M-V/def2-TZVPD" orbital_gap_ev="7.25 / 5.23" e_tot_ev=-167939.3292 total_charge=0 spin_multiplicity=5 e_lumo_ev="0.428 / -2.637" de_lowest_ev=0.4005 fmax_ha_per_bohr=0.030
Pt 0.349508 -0.823916 -0.426168 0.6 0.6 0.0
S -1.148092 1.117484 -2.026168 0.0 -0.1 0.0
P -0.766492 2.113784 -0.343768 -0.4 0.2 -0.4
C -0.006192 0.911084 0.659432 0.4 0.5 0.2
P 1.059408 0.898584 2.037432 0.1 -0.2 0.6
S 2.123908 -0.764616 1.729732 -0.1 -0.1 -0.3
C 2.105708 2.388184 2.122832 -0.2 -0.4 -0.1
C 1.630508 3.567384 2.683832 0.0 -0.1 0.0
C 2.419108 4.701284 2.660932 0.0 0.1 0.1
C 3.681408 4.658084 2.089332 0.1 0.0 0.0
C 4.155908 3.479984 1.536132 0.1 0.0 0.1
C 3.364908 2.346084 1.540432 0.0 -0.1 0.1
C 0.158208 0.844484 3.612032 0.2 0.1 -0.5
C 0.844408 1.060384 4.801432 0.0 0.0 -0.1
C 0.158708 0.987284 5.999232 0.1 0.0 0.1
C -1.197192 0.693284 6.007532 -0.1 0.0 0.0
C -1.870992 0.460884 4.819232 -0.1 0.0 0.1
C -1.192992 0.530384 3.616732 0.1 0.0 -0.2
C 0.351008 3.532684 -0.589868 -0.3 -0.5 0.1
C 1.612308 3.242884 -1.099868 0.0 0.0 0.0
C 2.530308 4.258984 -1.275668 0.0 0.0 -0.1
C 2.190308 5.561284 -0.945568 -0.1 0.0 0.0
C 0.927908 5.849484 -0.453668 0.0 0.1 0.0
C 0.001708 4.837684 -0.273368 -0.1 -0.1 0.0
C -2.272892 2.752684 0.456932 0.4 -0.3 -0.1
C -3.484492 2.756984 -0.219868 0.1 0.0 -0.1
C -4.632192 3.154584 0.443632 -0.1 0.0 0.0
C -4.573192 3.531584 1.775032 0.0 0.0 0.0
C -3.362492 3.520984 2.451032 0.0 0.1 0.1
C -2.212092 3.132984 1.792932 0.1 0.0 -0.2
H 0.655808 3.590484 3.150632 0.0 0.0 0.1
H 2.054208 5.617984 3.100532 0.0 0.1 0.0
H 4.298908 5.544484 2.081232 0.0 0.1 0.0
H 5.145908 3.441084 1.106532 0.1 0.0 -0.1
H 3.713408 1.416584 1.109432 0.0 0.0 0.0
H 1.903908 1.280984 4.777932 0.0 0.0 0.1
H 0.681708 1.156684 6.929132 0.0 0.0 0.1
H -1.726492 0.635384 6.948032 0.0 0.0 0.1
H -2.922292 0.217084 4.822732 -0.1 0.0 0.0
H -1.698692 0.334684 2.682032 -0.1 -0.1 0.0
H 1.858608 2.217984 -1.353168 0.1 0.0 0.0
H 3.511108 4.035584 -1.667568 0.1 0.0 0.0
H 2.911008 6.354684 -1.073968 0.1 0.1 0.0
H 0.661708 6.867184 -0.210368 0.0 0.1 0.0
H -0.986892 5.057684 0.104632 0.0 0.0 0.1
H -3.517692 2.442684 -1.254068 0.0 -0.1 0.0
H -5.577592 3.157184 -0.076768 -0.1 0.0 0.0
H -5.474792 3.821284 2.293832 -0.1 0.0 0.0
H -3.316992 3.801684 3.493232 0.0 0.0 0.1
H -1.260892 3.106484 2.306932 0.0 0.0 0.1
S 2.453008 -0.820616 -1.767468 -1.1 0.0 0.6
C 2.043208 -1.628416 -3.252068 0.0 0.0 0.3
C 2.903008 -1.438916 -4.338568 0.0 0.0 -0.1
C 2.646508 -2.054716 -5.543768 0.1 0.1 -0.1
C 1.526208 -2.864716 -5.686868 0.0 0.0 0.0
C 0.679908 -3.066216 -4.611268 -0.2 -0.2 0.0
C 0.935608 -2.483416 -3.375668 -0.1 -0.1 -0.1
As -0.243492 -2.748816 -1.846368 0.4 -0.6 -0.3
C -1.703492 -3.709516 -2.706068 0.0 0.3 0.1
C -1.860792 -5.084516 -2.599368 0.3 0.1 0.2
C -2.910392 -5.709416 -3.253568 0.0 0.0 0.0
C -3.792892 -4.964816 -4.017468 -0.1 0.0 0.0
C -3.637392 -3.591416 -4.123868 0.0 0.1 0.0
C -2.598592 -2.961516 -3.462068 0.2 0.2 0.1
C 0.689308 -4.079016 -0.778468 0.0 -0.3 0.0
C 2.061708 -4.272916 -0.900768 -0.1 0.1 -0.2
C 2.725008 -5.118916 -0.029368 0.1 0.1 0.0
C 2.026808 -5.774016 0.970432 0.0 -0.1 0.0
C 0.657708 -5.592916 1.090432 0.1 0.0 0.1
C -0.010392 -4.739116 0.229832 -0.2 0.2 -0.2
H 3.761408 -0.796616 -4.207068 0.1 0.0 -0.1
H 3.319608 -1.905916 -6.375968 0.0 0.0 -0.1
H 1.319008 -3.343716 -6.633168 0.0 0.0 0.0
H -0.189692 -3.703016 -4.725168 0.1 0.0 0.0
H -1.163192 -5.666916 -2.006168 -0.1 0.0 -0.1
H -3.039592 -6.779216 -3.165268 0.0 0.0 0.0
H -4.608092 -5.456416 -4.527868 -0.1 0.0 0.0
H -4.329892 -3.012616 -4.718268 0.0 0.0 0.0
H -2.470092 -1.883716 -3.513868 -0.1 -0.1 -0.1
H 2.623708 -3.756316 -1.671168 0.0 0.0 0.0
H 3.793708 -5.247616 -0.122768 0.1 0.0 0.0
H 2.551708 -6.421416 1.657932 0.0 -0.1 0.0
H 0.114408 -6.103316 1.872232 -0.1 0.0 0.1
H -1.076192 -4.559216 0.335132 0.1 -0.1 0.1
O -3.232992 -1.708316 1.523732 -0.8 0.3 0.6
N -2.284392 -2.012616 0.838532 -0.3 -0.2 -0.4
O -2.418092 -2.579416 -0.252268 -0.3 -0.5 -0.6
O -1.121792 -1.760516 1.241032 1.4 0.5 0.3